{
  "formula": "C6H10N4",
  "method": "ωB97M-V/def2-TZVPD",
  "gap_ev": 8.25,
  "molar_mass_g_mol": 138.17,
  "spin_multiplicity": 1,
  "de_lowest_kcal_mol": 131.4,
  "total_charge": 0,
  "homo_ha": -0.2772,
  "species": ["N", "N", "N", "N", "C", "C", "C", "C", "C", "C", "H", "H", "H", "H", "H", "H", "H", "H", "H", "H"],
  "xyz": [[-1.61875, 0.05049, -2.65180], [0.66334, -0.39926, -2.45292], [-0.05122, 0.70092, 0.49306], [1.73063, -0.79702, -1.60121], [1.80444, -1.58354, -0.54954], [0.61213, -1.80285, 0.36092], [-0.46546, 0.81472, -0.71564], [-0.12128, 1.85965, 1.32123], [-0.43653, 0.00126, -1.94930], [0.42001, -0.47178, 1.23396], [0.71960, -2.68345, 0.94938], [-2.36866, 0.47692, -2.15022], [2.56532, -0.75182, -2.18726], [-0.82363, 1.67040, 2.16094], [-0.36063, -1.98421, -0.14874], [-1.87654, -0.51434, -3.50396], [1.46446, -0.33507, 1.69342], [0.87405, 1.90382, 1.82392], [-0.27698, -0.69415, 2.06350], [-0.19621, 2.69039, 0.58590]]
}

=====

{
  "formula": "C10H30BrCuN6O4",
  "method": "ωB97M-V/def2-TZVPD",
  "s_squared": 0.75,
  "gap_ev": [8.74, 5.63],
  "molar_mass_g_mol": 441.84,
  "spin_multiplicity": 2,
  "de_lowest_kcal_mol": 179.3,
  "total_charge": 1,
  "homo_ha": [-0.4391, -0.4391],
  "species": ["Br", "Cu", "O", "O", "O", "O", "N", "N", "N", "N", "N", "N", "C", "C", "C", "C", "C", "C", "C", "C", "C", "C", "H", "H", "H", "H", "H", "H", "H", "H", "H", "H", "H", "H", "H", "H", "H", "H", "H", "H", "H", "H", "H", "H", "H", "H", "H", "H", "H", "H", "H", "H"],
  "xyz": [[-0.26792, 4.92104, 1.09824], [0.14995, 1.42554, 0.18653], [0.44519, 2.36485, -2.63665], [-1.95598, -2.10358, 0.69733], [1.52310, -1.39228, -1.25897], [3.11297, 1.30016, 1.89928], [3.26463, 2.01918, 3.97352], [-1.51472, 0.09140, 2.44189], [-2.16422, 1.53479, -1.84502], [2.56485, -3.23317, -0.37882], [5.08561, 1.38160, 2.94558], [2.30120, -3.12047, -2.38821], [-1.40810, -1.23825, 2.99746], [-2.58148, -2.98517, -0.12427], [-2.95146, 1.22550, -4.14382], [3.80987, 1.59159, 2.85669], [2.10233, -2.47106, -1.33532], [-2.20754, -2.26093, 2.08726], [-1.72032, -1.32229, 4.49365], [-0.61884, 2.47647, -3.47913], [1.70806, 2.87083, -3.12263], [-1.67090, 1.33747, -3.18077], [-0.37812, -1.47659, 2.73205], [-1.80703, -3.22606, 2.39744], [-1.08085, 3.46088, -3.40444], [1.67375, 3.68550, -3.84598], [-1.03880, 0.45126, -3.23720], [5.61490, 1.23934, 2.09722], [2.99802, -3.81499, -2.15979], [-3.24686, -2.24898, 2.41554], [-3.64566, 0.42449, -3.88969], [5.48440, 1.63520, 3.83819], [2.37402, 3.08139, -2.28582], [-3.52761, 2.14952, -4.19227], [2.92722, -4.17307, -0.45214], [2.63793, -2.86391, 0.55842], [2.14488, -2.63298, -3.25885], [-2.66193, -0.86139, 4.79202], [-0.35929, 2.52997, -4.53643], [3.45466, 1.64225, 4.89108], [-2.95877, 0.91571, -1.91930], [-2.54626, -3.98267, 0.31372], [-2.79209, 2.32029, -1.93916], [-2.64164, 1.08228, -5.17900], [2.11874, 2.06193, -3.72688], [-1.80090, -2.39624, 4.66174], [-3.59411, -2.58639, -0.18480], [-2.50693, 0.26497, 2.36769], [-2.02910, -3.17508, -1.04454], [-1.27918, 0.67633, 3.23084], [-0.86270, -0.94837, 5.05290], [2.32293, 2.35205, 4.12350]]
}

=====

F_max
In order: 3.307 7.035
Unit: eV Å⁻¹